# 1
The following is a quantum chemistry calculation of a molecular structure, C6H12MgN2OP, from OMol25.

Geometry (Å):
N1 1.840956 0.082099 3.160140
H1 2.023835 0.038981 -3.282892
H2 -0.015989 2.253544 1.704054
C1 -0.993646 -1.109427 -2.058297
H3 2.234653 -0.839329 3.043538
C2 -1.505693 -0.181424 -1.098511
H4 -1.566473 0.896916 -1.302120
Mg1 0.503857 -0.412766 -0.649827
C3 0.286901 -1.138901 -2.623566
H5 -2.765344 0.038143 1.294251
H6 -1.413240 -1.794733 1.005679
N2 0.602999 1.843182 2.385919
H7 -1.670195 -1.918566 -2.358038
C4 1.088028 0.074423 -2.679545
C5 1.115136 0.609950 2.171650
P1 -2.320744 -0.905672 0.339017
H8 1.039120 2.170686 -2.165259
H9 0.770988 2.291846 3.270890
H10 -3.413373 -1.709864 -0.091305
H11 2.006262 0.611617 4.004047
H12 0.602022 -2.026211 -3.165421
C6 0.610634 1.166353 -2.011030
O1 0.939307 -0.040848 1.106625

Atoms 1-3, force components in eV/Å:
0.24 0.14 0.22
-0.54 -0.14 0.00
0.01 -0.06 0.01

Values from the calculation:
- frontier orbital gap (alpha / beta) (eV) = 2.596 / 2.574
- F_max (eV Å⁻¹) = 3.23
- net charge = -1
- multiplicity = 1
- LUMO level (alpha / beta) (eV) = 2.78 / 2.79
- ΔE to the lowest compared entry with this formula, charge and spin (kJ/mol) = 78.8

Atom charges from the natural (NBO) analysis, given in e for atoms 1 to 8: number 1, N, carries -0.9023; number 2, H, carries 0.1707; number 3, H, carries 0.4142; number 4, C, carries -0.2782; number 5, H, carries 0.4099; number 6, C, carries -1.1157; number 7, H, carries 0.3173; number 8, Mg, carries 1.2199

# 2
The following is a quantum chemistry calculation of a gas-phase ion, C6H12N (charge +1), from OMol25.

Geometry (Å):
H1 -1.869676 0.204598 -2.889632
H2 -1.530153 -1.365735 -2.214008
H3 1.636741 -2.127882 0.940366
H4 0.436040 -2.401523 -0.311109
H5 -0.049711 0.912643 2.652470
C1 1.108659 -1.655245 0.107889
C2 0.344792 -0.517900 0.671547
H6 -2.652148 -0.285476 -1.367064
C3 -0.595788 0.261012 -1.224529
C4 -0.614476 0.550096 0.152803
H7 -1.539887 0.779725 0.664335
N1 0.636347 1.477992 2.128755
H8 0.338655 2.462806 2.107478
H9 1.503304 1.412547 0.173397
H10 1.543902 1.419319 2.609952
C5 -1.734818 -0.325927 -1.946632
C6 0.743002 0.893963 0.753820
H11 0.341742 0.328149 -1.755028
H12 1.858223 -1.378898 -0.639717

Atoms 1-3, force components in eV/Å:
-0.01 0.03 -0.08
0.04 -0.07 0.00
-0.02 -0.08 -0.10

Values from the calculation:
- frontier orbital gap (alpha / beta) (eV) = 7.572 / 7.570
- F_max (eV Å⁻¹) = 1.25
- net charge = +1
- multiplicity = 1
- LUMO level (alpha / beta) (eV) = -4.04 / -4.04
- ΔE to the lowest compared entry with this formula, charge and spin (kJ/mol) = 371.9

Atom charges from the natural (NBO) analysis, given in e for atoms 1 to 8: number 1, H, carries 0.2670; number 2, H, carries 0.2605; number 3, H, carries 0.2466; number 4, H, carries 0.2382; number 5, H, carries 0.4561; number 6, C, carries -0.6598; number 7, C, carries -0.1077; number 8, H, carries 0.2352

# 3
The following is a quantum chemistry calculation of a gas-phase ion, C6H12N (charge +1), from OMol25.

Geometry (Å):
C1 -1.920857 -1.026678 -0.197911
H1 2.664095 0.449840 -0.616230
C2 -0.405770 1.061599 -0.021542
H2 -0.001382 -0.799116 1.505739
H3 1.578675 0.051573 1.660232
H4 1.568011 -1.594916 0.852322
H5 2.119229 -0.953658 -1.140144
H6 -1.810499 2.287297 0.777459
C3 0.632028 0.068710 -0.132292
H7 -0.895130 -0.019273 -1.879518
C4 -0.988607 0.008275 -0.768711
H8 -1.317380 -1.997893 -0.326145
N1 1.849318 0.085678 -1.090623
H9 -2.973903 -1.123814 -0.675152
H10 0.025110 2.552549 1.380535
H11 1.614414 0.493368 -1.992888
C5 -0.708341 2.031635 0.782863
C6 1.072702 -0.658619 1.066166
H12 -2.101708 -0.916557 0.815834

Atoms 1-3, force components in eV/Å:
-0.54 -1.97 -2.43
0.29 1.07 -0.13
4.13 -7.26 -7.31

Values from the calculation:
- frontier orbital gap (alpha / beta) (eV) = 6.055 / 7.245
- F_max (eV Å⁻¹) = 11.11
- net charge = +1
- multiplicity = 3
- ⟨S²⟩ = 2.007
- LUMO level (alpha / beta) (eV) = -3.54 / -6.73
- ΔE to the lowest compared entry with this formula, charge and spin (kJ/mol) = 287.1

Atom charges from the natural (NBO) analysis, given in e for atoms 1 to 8: number 1, C, carries -0.6538; number 2, H, carries 0.4362; number 3, C, carries -0.0059; number 4, H, carries 0.2550; number 5, H, carries 0.2357; number 6, H, carries 0.2273; number 7, H, carries 0.4410; number 8, H, carries 0.2079

# 4
The following is a quantum chemistry calculation of 2 unconnected molecules or ions with the total composition C6H12N2, from OMol25.

Geometry (Å):
C1 -1.270680 0.708354 2.177508
H1 -2.196487 2.583837 1.522450
H2 -0.388963 2.621403 1.806280
C2 0.445301 -1.091604 -1.078653
H3 3.427299 -0.876261 0.081818
H4 -0.508481 0.718173 2.958001
H5 -1.063726 1.988389 0.395353
H6 -1.343290 -2.353648 -0.790708
C3 2.466987 -0.816860 -0.402836
C4 1.142060 -0.582357 -2.151903
C5 -1.004427 -1.338085 -1.023969
N1 2.436182 -0.480200 -1.730692
H7 0.928324 -0.353016 -3.182074
H8 -1.020656 -0.218779 1.656431
H9 -1.524780 -1.023647 -1.928077
H10 3.172333 0.020612 -2.198370
C6 -1.243369 2.061147 1.478798
N2 1.281559 -1.194467 -0.010056
H11 -1.508274 -0.819819 -0.207598
H12 -2.226914 0.446819 2.628299

Atoms 1-3, force components in eV/Å:
0.26 -0.78 0.79
0.19 0.28 0.51
0.00 0.69 0.50

Values from the calculation:
- frontier orbital gap (eV) = 9.444
- F_max (eV Å⁻¹) = 1.81
- structure (SMILES) = Cc1c[nH]cn1.CC
- multiplicity = 1
- LUMO level (eV) = 0.89
- ΔE to the lowest compared entry with this formula, charge and spin (kJ/mol) = 44.9

Atom charges from the natural (NBO) analysis, given in e for atoms 1 to 8: number 1, C, carries -0.6272; number 2, H, carries 0.2089; number 3, H, carries 0.2087; number 4, C, carries 0.0886; number 5, H, carries 0.1940; number 6, H, carries 0.2066; number 7, H, carries 0.2038; number 8, H, carries 0.2222

# 5
The following is a quantum chemistry calculation of C6H12N2 in the gas phase, from OMol25.

Geometry (Å):
C1 -1.267266 0.163210 -1.027141
C2 0.022358 -1.007161 0.685624
H1 0.642331 -2.939651 1.463737
H2 0.286433 2.126298 -1.963283
H3 -1.042059 -0.035424 3.746253
C3 -0.785420 -0.544389 1.759156
H4 -1.534456 0.198004 1.632421
C4 0.703860 -2.166649 0.616018
H5 1.694019 1.088969 -2.335103
H6 -1.733995 0.746918 -0.190115
C5 1.243929 1.771478 -1.599558
H7 1.434206 -2.313254 -0.205578
H8 1.839422 2.632829 -1.305476
N1 0.827116 1.108829 -0.339497
H9 0.319071 1.799598 0.275927
H10 0.346240 -1.269753 3.497917
C6 -0.471517 -0.724146 3.024175
H11 -1.261542 0.891599 -1.894649
H12 -1.745997 -0.771725 -1.384257
N2 0.040584 -0.068628 -0.574797

Atoms 1-3, force components in eV/Å:
-1.14 1.97 -0.64
0.91 -0.17 -3.66
0.12 1.34 -1.43

Values from the calculation:
- frontier orbital gap (eV) = 9.368
- F_max (eV Å⁻¹) = 3.77
- structure (SMILES) = C=CC(=C)N(C)NC
- multiplicity = 1
- LUMO level (eV) = 0.86
- ΔE to the lowest compared entry with this formula, charge and spin (kJ/mol) = 382.6

Atom charges from the natural (NBO) analysis, given in e for atoms 1 to 8: number 1, C, carries -0.4301; number 2, C, carries 0.1225; number 3, H, carries 0.2065; number 4, H, carries 0.1658; number 5, H, carries 0.1893; number 6, C, carries -0.2848; number 7, H, carries 0.2095; number 8, C, carries -0.3826

# 6
The following is a quantum chemistry calculation of C6H12N2 in the gas phase, from OMol25.

Geometry (Å):
C1 -1.308711 -0.054157 0.050527
H1 3.083865 -0.035384 0.035629
H2 -2.801386 -0.820506 1.566930
H3 -2.656910 0.989442 1.256035
N1 1.222209 0.563484 0.146652
C2 -2.109317 0.016521 1.347369
H4 0.988310 2.414191 -0.822719
H5 -1.748709 -0.700249 -0.741180
H6 0.005759 -1.761848 -1.583458
C3 0.396828 -0.663326 0.292393
H7 -1.458023 0.095596 2.197064
H8 2.813575 1.474205 -0.527334
H9 0.663053 -2.607647 -0.268017
C4 0.658686 -1.654759 -0.746424
H10 0.321737 -0.906192 1.376908
C5 -0.929472 1.282669 -0.526042
H11 -1.701423 1.894003 -1.018391
H12 1.750010 -1.551741 -1.008051
N2 2.472883 0.479769 -0.594296
C6 0.337029 1.545934 -0.433604

Atoms 1-3, force components in eV/Å:
3.10 -1.20 -0.27
0.18 0.14 -0.01
0.32 0.45 -0.48

Values from the calculation:
- frontier orbital gap (eV) = 8.674
- F_max (eV Å⁻¹) = 4.80
- structure (SMILES) = C[C@@H]1[C@@H](C)C=CN1N
- multiplicity = 1
- LUMO level (eV) = 1.13
- ΔE to the lowest compared entry with this formula, charge and spin (kJ/mol) = 309.1

Atom charges from the natural (NBO) analysis, given in e for atoms 1 to 8: number 1, C, carries -0.1998; number 2, H, carries 0.3497; number 3, H, carries 0.2150; number 4, H, carries 0.2142; number 5, N, carries -0.3326; number 6, C, carries -0.6302; number 7, H, carries 0.1935; number 8, H, carries 0.2005